{
  "formula": "C40H35N3O3P2V",
  "method": "wB97M-V/def2-TZVPD",
  "orbital_gap_ev": [6.688, 6.891],
  "s_squared": 3.797,
  "e_lumo_ha": [-0.003, -0.008],
  "multiplicity": 4,
  "species": ["V", "C", "O", "C", "C", "C", "C", "C", "C", "N", "N", "C", "O", "C", "C", "C", "C", "C", "C", "C", "O", "H", "H", "H", "H", "H", "H", "H", "H", "H", "H", "H", "H", "C", "N", "P", "C", "C", "C", "C", "C", "C", "C", "C", "C", "C", "C", "C", "P", "C", "C", "C", "C", "C", "C", "C", "C", "C", "C", "C", "C", "H", "H", "H", "H", "H", "H", "H", "H", "H", "H", "H", "H", "H", "H", "H", "H", "H", "H", "H", "H", "H", "H", "H"],
  "xyz": [[-0.764477, 1.280882, -0.877965], [-3.217834, -2.612317, -2.813297], [-2.162052, -2.328370, -3.725166], [-2.119258, -1.075179, -4.325435], [-2.407842, -0.889453, -5.686752], [-2.393743, 0.375046, -6.260018], [-2.262763, 1.575474, -5.494605], [-1.751326, 1.363574, -4.168862], [-1.297240, 2.486921, -3.390563], [-1.464683, 2.620493, -2.070615], [-1.987114, 3.758763, -1.544084], [-2.006544, 3.592836, -0.214114], [-1.358929, 2.673177, 0.389478], [-2.338756, 4.747056, 0.573461], [-2.974472, 5.787836, -0.059692], [-3.560834, 6.779666, 0.742915], [-3.391112, 6.703487, 2.123641], [-2.546905, 5.728746, 2.730225], [-2.045449, 4.680199, 1.960412], [-1.572206, 0.095050, -3.561946], [-0.922648, -0.002509, -2.439052], [-3.045209, -1.955604, -1.956322], [-3.050775, -3.656362, -2.502110], [-4.194234, -2.450382, -3.303343], [-2.873077, -1.743536, -6.274140], [-2.433224, 0.480803, -7.361109], [-2.526482, 2.655378, -5.800319], [-1.351640, 3.376166, -3.994274], [-3.049663, 5.776882, -1.150208], [-4.081390, 7.619749, 0.289742], [-3.871917, 7.476208, 2.731777], [-2.364630, 5.768041, 3.796625], [-1.454404, 3.850667, 2.277528], [3.251234, -1.809693, 0.010273], [1.844196, -1.530965, 0.344752], [1.139524, 0.129466, 0.568667], [2.334665, 1.154012, -0.329539], [2.606423, 0.819425, -1.608850], [3.457697, 1.583323, -2.399420], [4.016684, 2.734393, -1.811068], [3.855819, 2.946465, -0.429578], [2.928093, 2.264334, 0.298980], [1.382609, 0.548272, 2.313759], [2.029462, -0.338886, 3.132772], [1.832149, -0.314710, 4.495787], [1.218965, 0.825684, 5.101146], [0.599623, 1.785953, 4.306611], [0.677808, 1.612418, 2.869113], [0.614005, -2.809296, 0.094777], [1.521263, -4.322638, -0.022666], [1.359561, -5.095331, -1.155587], [2.084376, -6.262890, -1.312449], [3.056691, -6.637966, -0.355618], [3.117462, -5.879592, 0.779828], [2.392571, -4.699646, 0.997975], [-0.352577, -2.876888, 1.654354], [-0.097101, -3.629221, 2.798160], [-1.018798, -3.616440, 3.862275], [-2.093431, -2.756986, 3.922197], [-2.319323, -1.944639, 2.760725], [-1.512799, -2.010735, 1.635783], [3.454131, -1.360949, -0.981715], [3.403092, -2.862679, 0.008756], [3.917953, -1.419651, 0.788970], [1.951576, 0.025736, -2.007409], [3.482736, 1.331106, -3.503233], [4.671758, 3.339570, -2.495875], [4.397571, 3.773402, 0.090930], [2.644867, 2.576332, 1.290486], [2.716971, -1.070303, 2.740309], [2.122399, -1.122898, 5.138639], [1.125864, 0.902188, 6.215475], [0.057480, 2.686438, 4.659987], [0.213938, 2.370410, 2.236465], [0.655424, -4.797867, -1.917049], [1.870871, -6.983390, -2.124578], [3.725743, -7.497076, -0.522812], [3.756254, -6.150240, 1.571025], [2.552818, -4.072594, 1.867057], [0.752657, -4.356797, 2.750711], [-0.774793, -4.212760, 4.763584], [-2.769935, -2.713569, 4.781327], [-3.209135, -1.315258, 2.758554], [-1.804248, -1.475723, 0.725413]],
  "forces_ev_per_angstrom": [[0.8, -2.1, 0.0], [0.7, 0.4, -0.1], [0.4, 0.3, -1.2], [0.6, 1.3, 0.9], [-0.8, -1.5, 1.1], [-0.2, 3.0, -0.8], [0.8, -1.2, 0.3], [0.9, -0.6, 0.1], [-2.5, 1.5, 0.9], [-0.1, -0.7, -2.5], [-0.1, -0.1, 1.1], [2.6, 1.5, -2.2], [-0.3, -1.3, 0.6], [-0.6, -0.4, 1.1], [-0.9, 1.1, 0.5], [0.7, -0.4, -0.1], [0.6, 0.1, 0.3], [-0.7, 0.0, -0.5], [-1.2, 1.9, -1.2], [-0.8, -1.5, -1.6], [-0.4, -0.6, 0.3], [-0.6, -0.1, 0.2], [-0.3, 0.4, -0.2], [0.3, -0.2, 0.4], [1.2, 1.0, 0.7], [-0.7, -0.2, 0.8], [0.8, -2.1, 0.0], [0.1, 0.9, 0.2], [-0.1, 0.0, 0.5], [-0.1, -0.2, 0.2], [0.3, -0.3, 0.0], [0.0, 0.0, 0.0], [0.1, -0.2, 0.6], [-0.6, 1.6, 0.0], [-1.3, 0.7, 0.7], [0.8, -2.0, -0.9], [-0.3, 0.7, 2.5], [-0.8, -0.6, -1.7], [-0.7, 0.6, -0.8], [1.2, -1.1, -1.2], [0.8, 2.3, -0.3], [-0.2, -1.1, -0.6], [-0.7, 0.8, -0.4], [0.4, -1.0, 1.0], [-0.4, 2.0, 0.9], [-0.8, -0.7, 0.5], [0.5, 0.1, -2.2], [-0.2, 0.5, 1.8], [-1.4, 2.0, -1.2], [0.7, 0.4, 1.3], [0.0, -0.6, -0.3], [0.6, -1.4, 0.0], [-1.0, 0.0, -1.2], [0.2, 1.2, 1.2], [0.1, -1.3, -1.5], [-0.6, 1.1, 0.3], [-0.3, -0.7, -0.7], [1.2, -0.4, 1.4], [0.0, 0.8, -1.8], [-0.5, -0.5, 1.0], [0.8, -1.1, 0.6], [0.5, -0.4, 0.6], [0.1, -0.6, -0.3], [0.1, 0.3, -0.3], [0.8, 0.1, -0.3], [0.4, 0.6, 1.5], [-0.6, -0.4, 1.2], [-0.5, -0.6, -0.8], [0.2, -0.2, 0.2], [-0.4, -0.5, -0.3], [0.6, -0.2, 0.1], [0.2, -0.2, -1.2], [0.6, -0.8, 0.1], [-0.2, -0.4, 0.0], [-0.1, 0.1, 0.0], [0.3, 0.9, 0.2], [-0.6, 0.4, 0.2], [1.0, -0.5, 0.7], [0.0, -0.2, 0.0], [-1.0, 0.8, 0.5], [-0.3, 0.2, -0.7], [0.3, 0.0, -0.4], [0.2, 0.0, -0.1], [0.3, -0.2, 0.3]]
}